# 1
14
Properties=species:S:1:pos:R:3 method="wB97M-V/def2-TZVPD" homo_energy_ev="-13.3 / -13.3" charge=+1 orbital_gap_ev="7.929 / 7.930" e_lumo_ev="-5.39 / -5.39"
C -1.10010 0.93931 -0.48546
C -0.46888 -1.26984 0.38642
C 1.02839 1.26361 0.31703
C 0.97018 -1.34374 0.07614
N -1.08016 -0.36618 -0.62695
S 1.96484 -0.00227 -0.23521
H -1.33573 1.27899 0.53782
H -1.17317 1.87673 -1.14631
H -0.87739 -2.21634 0.12677
H -0.69692 -0.83117 1.39476
H 1.36542 2.25809 0.26735
H 0.75718 1.28072 1.29782
H 1.49818 -2.28174 -0.32290
H -0.85185 -0.58618 -1.58727

***

# 2
12
Properties=species:S:1:pos:R:3 method="wB97M-V/def2-TZVPD" homo_energy_ev=-15.7 smiles="OC1=[NH+]COC1" charge=+1 orbital_gap_ev=10.575 e_lumo_ev=-5.15
O -2.45846 -0.19917 -0.05074
C -0.72455 -0.18823 -0.04090
N -0.11662 0.92963 -0.05987
C 1.32234 0.67171 0.02159
O 1.43508 -0.72088 -0.12095
C 0.16675 -1.33078 0.05211
H -2.74625 0.69825 -0.24291
H -0.51941 1.86391 -0.07610
H 1.70310 1.02991 0.99376
H 1.86453 1.17348 -0.79152
H 0.06738 -1.83070 1.03374
H 0.00610 -2.09714 -0.71820

***

# 3
62
Properties=species:S:1:pos:R:3 method="wB97M-V/def2-TZVPD" multiplicity=5 homo_energy_ev="-6.3 / -7.5" charge=0 orbital_gap_ev="5.679 / 6.007" e_lumo_ev="-0.65 / -1.53"
Ir 0.86779 0.76371 -0.04159
Se 0.49731 2.25874 -1.90319
Te 3.00512 2.42468 -1.45787
Te 3.97713 0.35159 0.24803
Se 5.09255 1.68320 1.86724
S 1.22263 2.31397 2.08040
C 0.80664 3.76546 1.31327
N 1.70279 4.65757 0.88527
C 1.10131 5.65166 0.00188
C -0.40936 5.40222 0.20672
N -0.42672 4.20944 1.04972
H 2.66821 4.36825 0.83453
H 1.39839 5.46422 -1.03125
H 1.39197 6.66152 0.28335
H -0.91521 5.21030 -0.73888
H -0.89599 6.23580 0.71223
H -1.19179 3.55865 1.06983
C 3.77074 -1.90703 -2.76079
Si 1.96013 -1.90052 -2.25592
C 0.93520 -1.38416 -3.74482
C 1.48998 -3.65766 -1.76322
O 1.74477 -0.90571 -0.99111
H 3.95571 -2.61310 -3.57562
H 4.42015 -2.18496 -1.92635
H 4.07470 -0.91293 -3.10154
H 1.46017 -1.62657 -4.67319
H 0.76689 -0.30412 -3.73581
H -0.03972 -1.87801 -3.77644
H 1.78486 -4.36807 -2.54182
H 0.41389 -3.78006 -1.60522
H 2.00102 -3.94951 -0.84127
C -1.60789 0.15508 3.27866
C -2.15802 -0.11190 1.87837
C -2.90678 1.12071 1.35478
P -0.88899 -0.64650 0.64982
C -1.88312 -1.36816 -0.74877
C -3.24245 -1.95445 -0.36099
C -2.07225 -0.40985 -1.92469
C -0.02523 -2.12951 1.33687
C 1.02238 -1.76941 2.39754
C -0.90283 -3.28384 1.81013
H -2.39231 0.60724 3.89118
H -0.76439 0.84506 3.24984
H -1.29524 -0.76130 3.77657
H -2.86200 -0.94400 1.95757
H -2.44979 2.02400 1.76633
H -3.94537 1.11619 1.69158
H -2.90871 1.20019 0.26653
H -1.22976 -2.17860 -1.09598
H -3.94218 -1.15812 -0.09412
H -3.20408 -2.65626 0.46894
H -3.66592 -2.47606 -1.22214
H -2.80402 0.36771 -1.69273
H -2.45332 -0.96520 -2.78556
H -1.14094 0.06710 -2.21782
H 0.53174 -2.44755 0.44966
H 0.58529 -1.68909 3.39219
H 1.53870 -0.83124 2.18134
H 1.77802 -2.55685 2.43518
H -1.58053 -2.97767 2.61223
H -0.26911 -4.08026 2.20798
H -1.49216 -3.71603 1.00295

***

# 4
26
Properties=species:S:1:pos:R:3 method="wB97M-V/def2-TZVPD" homo_energy_ev=-8.8 smiles=CC[C@H](N)C1(CC)CC1 charge=0 orbital_gap_ev=9.866 e_lumo_ev=1.10
C -1.14437 2.61700 -0.27881
C 0.19868 1.99093 -0.59789
C 0.61682 0.55730 0.07669
N 1.99548 0.45505 0.15887
C -0.11821 -0.72289 -0.27180
C 0.28412 -1.89283 0.68598
C 0.18220 -1.46468 2.19600
C -1.51835 -0.84822 -0.60360
C -0.53626 -1.06742 -1.71223
H -1.16022 3.60894 -0.59845
H -1.10107 2.73138 0.79773
H -2.01686 1.95186 -0.58744
H 0.99780 2.67030 -0.08991
H 0.32657 1.87933 -1.67539
H 0.31681 0.73067 1.10548
H 2.27070 -0.03684 -0.75467
H 2.55054 1.32873 0.32888
H 1.27569 -2.43646 0.62362
H -0.57132 -2.56427 0.51935
H 0.90769 -0.77371 2.50017
H 0.16916 -2.40707 2.80223
H -0.93824 -0.99039 2.50653
H -1.97470 0.04002 -0.80960
H -2.01165 -1.65343 -0.16891
H -0.21946 -0.31967 -2.40047
H -0.57754 -1.95991 -2.17722

***

Energy (a.u.)
-609.7634; -322.7871; -7250.2446; -369.6540
Energy above the lowest of the compared OMol25 structures with the same formula, charge and spin (kcal/mol)
66.86; 57.56; 31.15; 62.75